# 1
Molecular formula: C3H4LiO3Pm
Method: DFT, ωB97M-V/def2-TZVPD

Values from the calculation:
Highest occupied orbital energy (alpha / beta), eV: -15.27 / -15.28
ΔE to the lowest compared entry with this formula, charge and spin, eV: 8.555
Kohn-Sham gap (alpha / beta), eV: 4.314 / 5.528
Molar mass, g mol⁻¹: 240.0
<S²>: 6.169

ORCA input file:
```
! wB97M-V def2-TZVPD RIJCOSX def2/J DEFGRID3
* xyz 2 5
O 1.65 0.30 0.93
C 0.70 -0.43 0.50
C 0.88 1.09 2.42
O 0.29 -1.29 -0.31
O -0.41 -0.10 1.12
C -0.44 1.21 1.80
H 0.85 0.46 3.32
H 1.39 2.03 2.66
H -0.51 2.30 1.61
H -0.86 0.27 -4.08
Li -2.65 1.30 1.64
Pm -0.09 0.15 -2.27
*
```

=====

# 2
Molecular formula: C3H4LiO3Tl
Method: DFT, ωB97M-V/def2-TZVPD

Values from the calculation:
Highest occupied orbital energy (alpha / beta), eV: -11.62 / -13.39
ΔE to the lowest compared entry with this formula, charge and spin, eV: 2.911
Kohn-Sham gap (alpha / beta), eV: 7.397 / 9.160
Molar mass, g mol⁻¹: 299.4
<S²>: 0.754

ORCA input file:
```
! wB97M-V def2-TZVPD RIJCOSX def2/J DEFGRID3
* xyz 1 2
H 1.89 0.75 1.42
C 1.38 0.16 0.63
C 0.21 0.97 0.18
O -0.78 0.23 -0.41
Li -0.58 -1.66 0.34
O 1.01 -1.11 1.05
H 2.11 0.11 -0.21
H 0.26 2.02 -0.11
Tl 2.03 -2.34 2.12
C -1.73 0.82 -1.27
O -2.55 -0.14 -1.59
H -3.27 0.19 -2.14
*
```

=====

# 3
Molecular formula: C3H4LiO4Pr
Method: DFT, ωB97M-V/def2-TZVPD

Values from the calculation:
Highest occupied orbital energy (alpha / beta), eV: -20.74 / -21.34
ΔE to the lowest compared entry with this formula, charge and spin, eV: 1.164
Kohn-Sham gap (alpha / beta), eV: 4.794 / 7.956
Molar mass, g mol⁻¹: 251.9
<S²>: 3.777

ORCA input file:
```
! wB97M-V def2-TZVPD RIJCOSX def2/J DEFGRID3
* xyz 3 4
H -3.98 1.61 0.78
C -3.86 0.87 -0.01
C -3.74 -0.57 -0.02
O -2.61 0.34 -0.32
H -3.60 -1.12 0.91
H -4.06 -1.14 -0.90
O 2.20 0.74 0.04
C 3.36 0.29 -0.14
O 4.31 1.22 -0.13
Pr -0.19 0.51 -0.03
H 5.18 0.79 -0.09
Li 3.30 -2.64 0.02
O 3.70 -0.90 -0.12
*
```

=====

# 4
Molecular formula: C3H4N
Method: DFT, ωB97M-V/def2-TZVPD

Values from the calculation:
Highest occupied orbital energy, eV: -16.53
ΔE to the lowest compared entry with this formula, charge and spin, eV: 5.655
Kohn-Sham gap, eV: 8.558
Molar mass, g mol⁻¹: 54.1

ORCA input file:
```
! wB97M-V def2-TZVPD RIJCOSX def2/J DEFGRID3
* xyz 1 1
C -1.26 1.04 -0.32
C -0.44 -0.01 -1.08
C -0.16 -1.14 -1.58
N -0.52 0.53 0.49
H -2.19 1.69 -0.65
H -0.07 0.79 2.50
H 0.39 -1.84 -2.04
H -0.25 0.70 3.41
*
```